This record from OMol25 describes an isolated ion of composition C4H9N2S and charge +1 at a distorted geometry. The level of theory is wB97M-V/def2-TZVPD.

Calculated values
**HOMO level (alpha / beta)**: -0.443 / -0.443 Eh
**2S+1**: 1
**Total charge**: +1
**Maximum force**: 3.576 eV/A
**Frontier orbital gap (alpha / beta)**: 0.26634 / 0.26631 Ha

Structure (XYZ):
```
16
C4H9N2S, DFT wB97M-V/def2-TZVPD
H 0.5802 0.7664 0.4361
H 3.0864 1.1102 0.0371
N 1.1378 -0.0729 0.1625
H -2.5724 2.6976 -0.2080
C -0.7316 -1.6817 -0.2572
H 3.1292 -0.6953 -0.2922
H -0.8783 -2.6657 -0.5490
H 2.8494 0.0164 1.3917
H -3.5876 1.3982 0.3279
C -1.8248 0.6830 -0.1742
C 2.6010 0.0421 0.2937
C 0.6007 -1.2458 -0.2686
H 1.3621 -1.9895 -0.5257
N -2.6929 1.7119 0.0610
S -2.1904 -0.9401 0.1849
H -0.8688 0.8651 -0.6200
```

This record from OMol25 describes C4H9N2S as an isolated structure at a distorted geometry. The level of theory is wB97M-V/def2-TZVPD.

Calculated values
**HOMO level (alpha / beta)**: -0.460 / -0.462 Eh
**2S+1**: 1
**Total charge**: +1
**Maximum force**: 5.815 eV/A
**Frontier orbital gap (alpha / beta)**: 0.29012 / 0.33031 Ha

Structure (XYZ):
```
16
C4H9N2S, DFT wB97M-V/def2-TZVPD
H -1.2180 1.7295 -1.8277
S -2.0488 -0.2683 0.3295
N -1.0479 -0.6811 2.8737
C 0.8718 -1.5359 -1.3706
H 0.5765 1.7748 -1.3671
H -0.1618 -1.8675 -1.6695
N 0.1317 0.2131 0.9980
C -0.5746 0.4204 -0.2605
H -0.3991 -0.5227 3.5410
H 1.1611 -1.5712 -0.3391
H 1.3837 -0.8949 -2.0649
H -2.0473 -0.9752 3.1895
C -0.8983 -0.3479 1.6173
H -0.7586 2.6856 -0.2727
C -0.4992 1.7819 -0.9237
H 1.1393 0.2503 1.1168
```

This record from OMol25 describes the molecule C4H9N3 at a distorted geometry. The level of theory is wB97M-V/def2-TZVPD.

Calculated values
**HOMO level**: -0.356 Eh
**SMILES string**: CC(C)N(N)C#N
**2S+1**: 1
**Total charge**: 0
**Maximum force**: 5.549 eV/A
**Frontier orbital gap**: 0.38211 Ha

Structure (XYZ):
```
16
C4H9N3, DFT wB97M-V/def2-TZVPD
H -1.5467 -1.5099 -1.1179
N -0.2626 0.8150 -0.3833
H -1.1672 -0.6622 0.9664
H -0.0299 2.6901 0.8402
C -1.3278 1.4186 -0.8300
H -0.0981 -2.3983 -0.3687
H 1.3676 2.1389 0.0534
H 1.7230 -0.4787 0.1350
N 0.5459 1.8816 0.5626
H 1.3956 -1.8086 1.1191
H 0.1355 -1.2064 -1.6237
N -2.1665 1.9127 -1.4639
C 1.0781 -0.7723 0.9235
H 1.2581 -0.0483 1.6882
C -0.5496 -1.4766 -0.7981
C -0.3556 -0.4954 0.2974
```

This record from OMol25 describes the molecule C4H9N3 at a distorted geometry. The level of theory is wB97M-V/def2-TZVPD.

Calculated values
**HOMO level**: -0.316 Eh
**SMILES string**: N[C@H]1CN=CNC1
**2S+1**: 1
**Total charge**: 0
**Maximum force**: 3.400 eV/A
**Frontier orbital gap**: 0.34475 Ha

Structure (XYZ):
```
16
C4H9N3, DFT wB97M-V/def2-TZVPD
H 0.7574 0.8943 -1.8566
H 0.7845 1.8530 0.5497
H 1.8189 0.0041 -0.7717
N -0.0655 -1.4736 1.1221
H -1.6998 0.5503 -0.3600
C 0.7219 0.3342 -0.9239
N -0.0675 -0.9009 -1.1752
H -0.1921 -1.3442 -2.1344
C 0.1440 0.9548 0.3642
H -1.3796 2.2278 -0.3736
N -1.2412 1.3563 0.2454
C 0.3722 -0.1228 1.4482
C -0.3640 -1.6837 -0.0730
H -0.1403 0.1061 2.4138
H -0.9236 -2.6356 -0.3052
H 1.4749 -0.1200 1.8301
```

This record from OMol25 describes the molecule C4H9N3 at a distorted geometry. The level of theory is wB97M-V/def2-TZVPD.

Calculated values
**HOMO level**: -0.333 Eh
**SMILES string**: [H]/N=C\N(/C=N\[H])CC
**2S+1**: 1
**Total charge**: 0
**Maximum force**: 5.243 eV/A
**Frontier orbital gap**: 0.35909 Ha

Structure (XYZ):
```
16
C4H9N3, DFT wB97M-V/def2-TZVPD
N -1.9081 -1.2423 -0.1310
C -0.6229 -1.0590 -0.1163
H 2.1999 1.1669 -0.8075
H 1.6594 -1.3832 0.9564
C -0.3967 1.2119 0.3492
H -2.4505 -0.5226 0.4080
H -0.1099 -1.8304 -0.5709
N 0.0980 -0.0788 0.4415
H -1.6918 0.5942 -0.9298
H 1.7896 0.4112 1.4718
H 1.8326 -0.4471 -1.5911
C 1.4547 -0.3810 0.6170
N -1.4064 1.5384 -0.3985
H 3.3110 -0.2772 -0.5706
C 2.2130 0.0726 -0.7049
H 0.0868 1.6996 1.3802
```

This record from OMol25 describes the molecule C4H9N3 at a distorted geometry. The level of theory is wB97M-V/def2-TZVPD.

Calculated values
**HOMO level**: -0.351 Eh
**SMILES string**: [H]/N=C\N(C)N1CC1
**2S+1**: 1
**Total charge**: 0
**Maximum force**: 6.051 eV/A
**Frontier orbital gap**: 0.38847 Ha

Structure (XYZ):
```
16
C4H9N3, DFT wB97M-V/def2-TZVPD
H 1.0820 0.3216 1.7791
N -0.2642 -0.6357 0.4442
H 1.0399 -1.1955 -1.4372
C -1.0880 0.1889 1.4972
N 0.3283 0.4940 -0.3650
H 1.9213 0.3513 -1.5044
H 2.2655 -0.5378 -0.0609
C -0.4348 0.5330 -1.6090
H 0.0868 1.0325 -2.3382
H -1.9367 -0.1902 2.0562
C 0.2573 -0.3923 1.8570
H -1.1026 1.1257 1.1880
H 0.4392 -1.3634 2.4873
H -2.3695 0.1964 -1.0823
N -1.7051 0.4329 -2.0342
C 1.4808 -0.3614 -0.8779
```

Short version: relative energy (zero: lowest compared OMol25 entry of this formula, charge and spin) = 56.4, 116.7, 70.8, 30.6, 66.5, 125.8 kcal per mole, in the order given.